Computed, not measured: a structure of composition C14H12CuN2O4 at a distorted geometry, with ωB97M-V/def2-TZVPD.

Element x y z (Å)
Cu  -0.017  0.237  -0.979
C  0.117  1.867  3.252
C  -0.158  1.273  4.582
C  -0.052  -0.309  4.640
O  -0.082  -0.897  5.686
C  -0.028  -1.058  3.317
C  0.146  -0.424  2.131
C  0.273  1.094  2.141
O  0.552  1.745  1.074
O  -0.122  -1.170  1.072
O  -0.401  1.909  5.637
H  0.209  2.943  3.212
H  -0.219  -2.121  3.321
N  3.013  0.255  -2.076
C  2.872  -0.735  -1.151
C  1.874  -1.632  -1.574
C  1.375  -1.170  -2.806
C  2.135  -0.039  -3.062
H  3.667  1.023  -2.112
H  3.571  -0.821  -0.332
H  1.653  -2.556  -1.058
H  0.694  -1.737  -3.423
H  2.094  0.590  -3.939
N  -2.691  -0.321  -0.796
C  -2.033  -0.979  -1.811
C  -1.772  -0.036  -2.750
C  -2.126  1.212  -2.299
C  -2.797  1.017  -1.081
H  -3.062  -0.684  0.071
H  -1.867  -2.045  -1.746
H  -1.547  -0.198  -3.794
H  -1.992  2.064  -2.949
H  -3.280  1.702  -0.400

multiplicity: 2
orbital gap (spin up / spin down): 8.426 / 5.216 eV
molar mass: 335.81 g mol⁻¹